Computed, not measured: a molecular structure, C46H36CdF3N3O4S3, with the ωB97M-V functional and the def2-TZVPD basis.

Computed properties:
E_LUMO (eV): -0.669
Kohn-Sham gap (eV): 6.91
Multiplicity: 1

Each line ends with the Löwdin charge.
Geometry (Å):
C 14.787 15.498 18.726  -0.576
H 17.271 10.441 13.386  0.115
C 13.269 15.287 10.149  -0.030
C 11.666 15.570 23.047  -0.128
N 14.450 15.883 27.177  0.167
H 17.817 6.977 16.821  0.085
C 16.732 15.682 13.948  -0.080
S 11.070 16.634 19.370  0.530
C 10.737 17.063 13.748  -0.074
C 15.065 14.383 8.628  -0.042
C 10.871 21.127 19.136  -0.072
H 14.497 14.498 7.732  0.102
O 13.577 16.971 14.464  -0.498
S 14.815 12.100 13.655  1.017
S 12.938 15.642 14.220  0.974
H 14.037 10.907 16.225  0.096
H 9.338 20.749 17.631  0.100
C 8.909 15.006 14.520  -0.047
O 15.857 16.621 25.566  0.053
H 17.733 18.796 12.930  0.109
H 6.402 15.511 13.720  0.093
C 16.774 8.900 16.392  -0.244
H 8.868 18.277 13.385  0.138
C 17.389 14.455 15.995  -0.010
C 13.924 15.948 23.583  -0.030
C 16.699 13.900 10.886  -0.049
C 15.472 14.589 11.068  -0.110
C 16.743 10.198 14.301  -0.045
H 16.640 16.757 12.087  0.120
F 14.817 14.120 18.532  -0.040
C 10.040 20.352 18.329  -0.077
H 17.109 7.857 18.233  0.074
H 10.684 13.751 14.863  0.123
C 17.516 15.585 15.168  -0.141
H 16.210 12.639 16.287  0.097
H 12.700 15.712 9.300  0.118
C 11.144 15.804 14.176  -0.390
H 11.924 15.481 26.401  0.134
C 11.296 15.413 24.381  -0.045
H 12.473 21.039 20.667  0.134
C 15.535 9.499 16.744  -0.037
C 12.777 15.492 11.387  -0.079
C 16.945 16.807 13.137  -0.013
H 13.708 15.246 27.455  0.104
H 9.593 18.326 17.756  0.082
H 17.309 13.827 11.794  0.128
N 12.918 15.852 22.649  -0.058
C 11.134 18.315 19.202  -0.715
C 9.320 17.290 13.775  -0.030
H 10.760 22.205 19.092  0.103
C 11.818 20.513 19.956  0.003
H 6.808 17.057 12.909  0.086
H 18.008 14.383 16.894  0.121
C 6.985 16.470 13.831  -0.066
H 15.076 9.283 17.682  0.099
H 15.017 16.279 27.886  0.108
H 18.929 16.690 16.422  0.112
C 12.291 15.533 25.329  -0.010
C 14.937 10.446 15.938  -0.088
C 16.507 13.440 15.615  -0.033
H 10.941 15.532 22.197  0.092
H 11.707 15.871 11.477  0.126
N 11.945 19.116 19.963  -0.219
C 10.176 18.975 18.359  -0.089
C 14.764 16.141 25.898  -0.488
C 17.307 9.263 15.168  -0.057
C 13.627 15.815 24.947  -0.102
H 18.593 8.481 17.445  0.074
C 8.450 16.234 14.040  -0.299
C 17.645 7.976 17.274  -0.045
H 18.286 8.918 14.942  0.103
O 15.489 11.855 12.365  -0.489
C 18.404 17.847 14.723  -0.105
O 12.861 18.568 20.806  -0.319
H 6.540 16.928 14.692  0.069
C 17.098 13.556 9.650  -0.077
H 14.929 16.203 23.209  0.133
C 10.273 14.729 14.525  -0.047
Cd 13.349 16.318 20.459  1.185
H 19.021 18.725 15.064  0.122
H 16.642 13.539 7.529  0.100
C 15.812 14.592 13.614  -0.173
H 18.162 13.302 9.592  0.113
C 18.360 16.704 15.484  -0.029
H 8.228 14.285 14.928  0.107
C 13.624 15.280 12.525  -0.241
F 14.312 16.060 17.564  -0.034
C 15.779 13.492 14.394  -0.275
C 15.541 10.795 14.704  -0.363
C 14.920 14.810 12.399  -0.155
H 11.490 17.834 13.568  0.111
C 16.280 13.769 8.521  -0.079
C 17.705 17.890 13.545  -0.088
H 10.265 15.349 24.648  0.106
C 14.639 14.803 9.914  -0.120
F 16.098 15.846 18.775  -0.011